*i*
Here is C2H4F3O4STl as an isolated structure from OMol25. Energies are from ωB97M-V/def2-TZVPD.

HOMO-LUMO gap: 2.19 eV
LUMO level: -0.5736 Ha
HOMO level: -17.79 eV
total charge: +2

Structure (XYZ):
```
15
C2H4F3O4STl ωB97M-V/def2-TZVPD
Tl 1.28788 -1.54995 1.73875
C -3.47706 -0.79350 -0.67289
F -4.30857 -0.62512 -1.69134
F -3.15410 0.37021 -0.20286
F -3.98609 -1.57487 0.25592
S -1.84428 -1.52808 -1.40216
O -0.89309 -1.77118 -0.30392
O -2.25184 -2.73230 -2.13407
O -1.41625 -0.38113 -2.22759
C 3.29158 2.03976 1.34176
O 3.12404 0.67833 0.94863
H 2.61754 2.37888 2.12626
H 4.33385 2.22752 1.61629
H 3.08073 2.69615 0.49245
H 3.59566 0.56529 0.11477
```

---

*ii*
Here is C2H4F3O4STl as an isolated structure from OMol25. Energies are from ωB97M-V/def2-TZVPD.

HOMO-LUMO gap: 1.86 eV
LUMO level: -0.5615 Ha
HOMO level: -17.14 eV
total charge: +2

Structure (XYZ):
```
15
C2H4F3O4STl ωB97M-V/def2-TZVPD
Tl 0.51749 -1.16312 0.85428
C -4.09241 1.39561 -0.64786
F -4.73426 2.43827 -0.99126
F -4.65711 0.73155 0.31203
F -3.76622 0.65538 -1.63576
S -2.33533 2.09650 0.04082
O -2.85929 2.86415 1.21028
O -1.40567 1.02313 0.39015
O -1.89341 3.08072 -0.96056
C 4.40579 -1.98637 0.04977
O 3.21922 -2.30483 0.74714
H 5.34132 -2.36093 0.47622
H 4.37416 -2.36715 -0.97935
H 4.55875 -0.90762 0.02167
H 3.32697 -3.19531 1.11243
```

---

Energy ordering: *ii* at the bottom, the next structure 9.9 kcal/mol above.

---

*i*
Here is C4H9FO2 in the gas phase from OMol25. Energies are from ωB97M-V/def2-TZVPD.

structure (SMILES): COCOCCF
HOMO-LUMO gap: 11.01 eV
LUMO level: 0.0378 Ha
HOMO level: -9.98 eV

Structure (XYZ):
```
16
C4H9FO2 ωB97M-V/def2-TZVPD
C 1.85886 -0.73562 0.01021
O 0.88012 0.08942 0.64015
C 0.71789 1.07873 -0.37324
O -0.53730 1.79361 -0.13368
C -1.64158 0.68929 0.09126
C -1.31496 -0.86628 0.54599
F -0.84137 -1.59669 -0.69659
H 2.06347 -1.23271 0.93179
H 1.50285 -1.44708 -0.88348
H 2.67321 0.10194 -0.18061
H 1.52678 1.94028 -0.44826
H 0.76994 0.69905 -1.42486
H -2.42948 1.07123 0.63483
H -2.37119 0.44626 -0.88148
H -2.34868 -1.05516 0.74007
H -0.50858 -0.97629 1.42791
```

---

*ii*
Here is a 2-piece molecular cluster, C4H9FO2 overall from OMol25. Energies are from ωB97M-V/def2-TZVPD.

HOMO-LUMO gap (spin up / spin down): 7.81 / 7.82 eV
LUMO level (spin up / spin down): -0.0296 / -0.0295 Ha
HOMO level (spin up / spin down): -8.62 / -8.62 eV

Structure (XYZ):
```
16
C4H9FO2 ωB97M-V/def2-TZVPD
C -1.44714 1.33098 -0.51045
C 1.01763 -1.53142 0.87896
C -0.09990 0.82351 0.17053
C 0.07679 -0.74133 0.01157
O -0.16568 1.09698 1.57638
O 1.75146 -1.07820 -1.84996
F -0.87692 -1.40554 -0.65675
H -1.59574 2.31421 0.00770
H -1.32553 1.42961 -1.56095
H -2.12247 0.49064 -0.15949
H 2.00835 -1.05625 1.01355
H 1.11512 -2.51323 0.45261
H 0.50869 -1.47675 1.77497
H 0.76823 1.19486 -0.27648
H -0.87391 1.78240 1.66336
H 1.26103 -0.66047 -2.53555
```

---

*iii*
Here is C4H9FO2 as an isolated structure from OMol25. Energies are from ωB97M-V/def2-TZVPD.

HOMO-LUMO gap: 11.26 eV
LUMO level: 0.0298 Ha
HOMO level: -10.45 eV

Structure (XYZ):
```
16
C4H9FO2 ωB97M-V/def2-TZVPD
C 1.24152 -1.46199 -0.17473
C -1.28271 1.50740 0.44331
C 0.87908 -0.07843 0.34881
C -0.59273 0.34543 -0.07846
O 1.78665 0.89809 -0.09431
O -1.67605 -1.05610 0.45247
F -0.65426 0.29687 -1.50660
H 0.39469 -2.19174 -0.00611
H 1.17008 -1.28062 -1.21194
H 2.20146 -1.90014 0.18385
H -0.67069 2.47554 0.48686
H -1.45307 1.22320 1.50806
H -2.14975 1.66039 -0.30705
H 0.92326 -0.01164 1.40670
H 1.71199 0.96508 -1.07588
H -1.82948 -1.39135 -0.37497
```

---

Energy ordering: *iii* at the bottom, the next structure 56.1 kcal/mol above.

---

*i*
Here is an isolated ion of composition C9H16N5 and charge +1 from OMol25. Energies are from ωB97M-V/def2-TZVPD.

HOMO-LUMO gap (spin up / spin down): 6.72 / 6.72 eV
LUMO level (spin up / spin down): -0.1609 / -0.1610 Ha
HOMO level (spin up / spin down): -11.10 / -11.10 eV
total charge: +1

Structure (XYZ):
```
30
C9H16N5 ωB97M-V/def2-TZVPD
C -0.03603 -1.02599 1.81075
C 0.27055 0.02878 -0.38177
C -1.21938 -2.84473 0.48470
C 0.59961 -2.27461 -1.09620
C 0.30222 1.28704 -0.97887
C 1.51107 0.74388 1.59323
C -0.82616 -3.90268 -1.63408
C -0.48035 2.71339 0.89644
C -0.34143 3.63434 -1.24762
N 0.82322 -0.99348 -1.05606
N -0.85298 -2.08263 1.49598
N 0.34547 -0.02967 1.02949
N -0.42022 -3.03418 -0.61570
N -0.16965 2.43925 -0.40832
H 0.09456 -0.91389 2.81624
H 1.38734 -2.90404 -1.65325
H 0.54858 1.20233 -2.07252
H 1.57290 0.79774 2.72205
H 2.42531 0.18332 1.38308
H 1.66049 1.77492 1.09315
H -0.70199 -3.46074 -2.69249
H -0.12249 -4.75771 -1.64684
H -1.83028 -4.39904 -1.56314
H -0.67698 1.70605 1.45810
H 0.17749 3.42798 1.29962
H -1.43439 3.10195 0.90236
H 0.33297 3.61578 -2.10483
H -1.28619 3.69925 -1.70590
H -0.25105 4.57674 -0.58177
H -1.40218 -2.30936 2.45420
```

---

*ii*
Here is an isolated ion of composition C9H16N5 and charge +1 from OMol25. Energies are from ωB97M-V/def2-TZVPD.

structure (SMILES): C=[N+]1CN=C2N=CN[C@@](C)(N(C)C)[C@@H]21
HOMO-LUMO gap: 7.84 eV
LUMO level: -0.1708 Ha
HOMO level: -12.49 eV
total charge: +1

Structure (XYZ):
```
30
C9H16N5 ωB97M-V/def2-TZVPD
C 0.34211 2.51960 0.73493
N 1.14153 1.56651 0.44063
C 2.46129 1.72789 -0.24268
N 3.01352 0.43757 -0.36663
C 2.24587 -0.42259 0.16860
N 2.38242 -1.75952 0.21370
C 1.31709 -2.46654 0.19352
N 0.06596 -1.99064 0.01469
C -0.23754 -0.59217 -0.25560
C 0.03298 -0.26384 -1.71850
N -1.48971 -0.17417 0.22937
C -1.98151 -0.80601 1.43935
C -2.54806 0.23089 -0.67615
C 0.95990 0.19739 0.69960
H -0.60492 2.31145 1.21073
H 0.60295 3.53836 0.49775
H 3.10977 2.37204 0.36243
H 2.33863 2.19670 -1.22487
H 1.41710 -3.53678 0.30309
H -0.69594 -2.64513 -0.08982
H -0.68050 -0.78542 -2.35124
H 1.03016 -0.59652 -1.99665
H -0.04402 0.80230 -1.90947
H -2.72014 -0.14895 1.89666
H -2.46230 -1.77199 1.24676
H -1.17171 -0.96235 2.15056
H -3.01319 -0.62031 -1.18461
H -3.31509 0.73429 -0.09136
H -2.18101 0.92899 -1.42263
H 0.68436 -0.02103 1.72785
```

---

Energy ordering: *ii* at the bottom, the next structure 105.0 kcal/mol above.

---

*i*
Here is an isolated ion of composition C5H11N2 and charge +1 from OMol25. Energies are from ωB97M-V/def2-TZVPD.

HOMO-LUMO gap (spin up / spin down): 7.46 / 7.05 eV
LUMO level (spin up / spin down): -0.1249 / -0.2980 Ha
⟨S²⟩: 2.02
HOMO level (spin up / spin down): -10.85 / -15.16 eV
total charge: +1
multiplicity: 3

Structure (XYZ):
```
18
C5H11N2 ωB97M-V/def2-TZVPD
C 1.54947 -1.76668 0.36923
C 0.92250 0.59856 -0.07792
C 1.77394 1.75091 0.03030
C -2.22887 -0.55602 0.51502
C -1.38616 -0.32420 -0.74449
N 1.33081 -0.52914 0.33471
N -0.42572 0.66424 -0.71768
H 1.74691 -2.46385 -0.46066
H 1.67268 -2.12263 1.36472
H 2.80649 1.60938 -0.38946
H 1.94513 2.03798 1.09394
H 1.59157 2.66341 -0.49143
H -2.77941 0.34911 0.60646
H -2.95139 -1.42194 0.43475
H -1.70170 -0.88273 1.33063
H -1.07531 -1.33516 -1.10115
H -2.14555 0.02412 -1.41239
H -0.64538 1.70461 -0.68458
```

---

*ii*
Here is C5H11N2 as an isolated structure from OMol25. Energies are from ωB97M-V/def2-TZVPD.

HOMO-LUMO gap (spin up / spin down): 6.27 / 6.02 eV
LUMO level (spin up / spin down): -0.1068 / -0.3148 Ha
⟨S²⟩: 2.01
HOMO level (spin up / spin down): -9.17 / -14.59 eV
total charge: +1
multiplicity: 3

Structure (XYZ):
```
18
C5H11N2 ωB97M-V/def2-TZVPD
C 0.44784 -1.15435 -0.37802
C -0.28147 0.70729 1.53152
C -1.51780 0.60260 0.78884
C -0.30906 0.58336 0.00694
C 0.34755 1.50528 -0.98095
N 0.36823 -2.03528 0.56960
N 0.97824 -1.25414 -1.57489
H 0.05269 1.59964 2.03956
H 0.02755 -0.12724 2.04178
H -2.17065 -0.27681 0.89838
H -2.11276 1.54071 0.83812
H 1.30408 1.63081 -0.71548
H -0.18675 2.50636 -0.69516
H 0.20752 1.52115 -2.11987
H -0.11388 -1.75286 1.34064
H 0.63983 -2.98632 0.41199
H 0.98733 -0.46078 -2.06791
H 1.33150 -2.14942 -1.93509
```

---

Energy ordering: *i* at the bottom, the next structure 60.6 kcal/mol above.